# 1
29
Properties=species:S:1:pos:R:3:forces:R:3:mulliken_charge:R:1 method="wB97M-V/def2-TZVPD" mol_weight_g_mol=184.24 relative_energy_kj_mol=2.22 gap_ev="3.30 / 5.08" charge=0 homo_ev="-2.69 / -8.74" multiplicity=3
C -1.828460 1.099088 -0.045946 -1.37 -3.44 0.42 -0.44
C 1.251492 -0.704744 -1.084589 -0.60 -0.67 -1.52 -0.39
C 0.721925 1.801344 -0.862343 0.97 -1.08 0.03 -0.85
C 2.064024 -0.577848 0.203407 1.03 0.64 0.49 -0.98
C 1.696314 1.811168 0.361197 1.12 -3.00 -0.93 -0.66
C 0.168049 0.191139 1.420025 1.25 -2.45 0.78 -1.45
C 0.157773 0.365972 -1.074803 2.15 -0.19 1.37 -0.59
C -0.819493 0.014069 0.055172 -0.35 -0.45 -1.01 1.62
C -1.939137 -2.150142 0.804109 -0.30 -2.38 2.21 -1.13
N 1.539100 0.450977 1.073293 -2.69 1.70 -1.96 0.15
N -1.488880 -1.291209 -0.244761 2.55 0.45 0.22 -0.52
O -2.866881 0.718664 -0.866473 -0.28 -1.23 -0.68 -0.58
O -1.812928 2.146823 0.534730 0.28 3.72 1.66 -0.59
H 1.914619 -0.565914 -2.001115 -0.67 -0.60 1.08 0.39
H 0.724894 -1.731678 -1.061419 1.47 1.43 -0.68 0.23
H -0.087734 2.476017 -0.809243 -0.90 0.78 0.81 0.40
H 1.297922 2.198474 -1.695873 0.18 -0.59 -0.40 0.61
H 2.108124 -1.507906 0.741573 0.21 -0.44 0.22 0.40
H 3.033292 -0.186010 -0.056825 0.71 -0.63 0.03 0.40
H 2.739152 1.694410 -0.057425 -0.95 0.86 0.70 0.29
H 1.589264 2.605673 1.046544 -0.21 0.87 0.73 0.41
H -0.336755 1.009241 1.790393 -0.75 2.11 1.28 0.30
H 0.168078 -0.684435 2.142827 -0.46 0.68 -1.16 0.46
H -0.368238 0.387356 -1.973123 -1.10 -0.28 -1.72 0.55
H -2.368164 -3.101945 0.341913 0.28 1.40 0.45 0.36
H -1.067508 -2.594886 1.457482 -1.28 1.04 -0.91 0.27
H -2.701657 -1.722899 1.509467 0.75 -0.11 -0.86 0.37
H -2.724789 -0.282090 -0.970921 -0.39 1.75 -0.05 0.51
H -0.763408 -1.868700 -0.677267 -0.65 0.12 -0.61 0.46

# 2
30
Properties=species:S:1:pos:R:3:forces:R:3:mulliken_charge:R:1 method="wB97M-V/def2-TZVPD" mol_weight_g_mol=216.31 relative_energy_kj_mol=30.01 gap_ev=8.52 charge=0 homo_ev=-7.97
C 1.938025 -1.050729 0.173855 0.53 1.91 0.22 0.02
C 2.177804 1.474017 0.119192 1.50 0.35 -2.85 0.87
C -0.475543 -1.353929 0.117657 0.78 0.12 0.47 1.14
C -0.285814 0.201105 0.068765 2.50 1.15 0.10 0.83
C 3.678532 1.435838 0.068560 1.81 -0.04 2.24 -1.31
C -1.104334 -1.905687 -1.228580 2.01 0.85 2.00 -1.54
C -1.270379 -1.632275 1.434365 -1.49 -2.22 -1.70 -1.47
C -0.658256 1.062567 -1.128624 1.66 0.11 1.39 -2.28
C -1.335272 1.908501 1.386124 -2.17 1.12 -1.22 -0.73
N 0.900378 -1.882627 0.324443 -0.59 -0.64 -0.78 -0.20
N 1.564739 0.267817 -0.022966 -4.86 -1.73 0.89 -0.11
O 1.575455 2.522394 -0.046586 -0.35 0.09 1.12 -0.62
O -0.677366 0.692754 1.263171 0.74 -0.30 0.21 -0.30
S 3.494333 -1.497452 0.277743 1.23 -1.72 -0.03 -0.43
H 4.201944 0.992543 -0.829269 -1.12 0.43 0.98 0.30
H 3.939271 0.781624 0.957270 0.20 0.61 -1.18 0.35
H 4.139490 2.415124 0.340821 -0.76 -0.40 -0.63 0.30
H -1.432419 -2.882224 -0.919851 -0.83 -0.40 -0.54 0.49
H -0.224368 -2.028685 -1.899263 -1.00 0.30 -0.04 0.36
H -1.836830 -1.150277 -1.527572 -0.14 -0.86 -0.42 0.32
H -1.389396 -2.730889 1.622611 0.76 0.51 -0.37 0.39
H -2.365301 -1.441572 1.172768 1.29 0.82 1.11 0.33
H -0.746919 -1.208370 2.297146 -0.89 0.12 -0.31 0.37
H -0.365612 0.451000 -1.921872 0.10 -0.59 -1.84 0.66
H 0.024531 1.968587 -1.111906 -1.34 -1.01 -0.02 0.56
H -1.702791 1.261586 -1.099919 -0.86 0.33 -0.36 0.50
H -2.485923 1.737391 1.384009 1.75 0.21 -0.03 0.25
H -1.090921 2.595853 0.539355 -0.14 -0.35 1.04 0.33
H -1.080598 2.346794 2.335191 0.25 0.17 0.25 0.27
H 1.152084 -2.881331 0.199561 -0.57 1.07 0.30 0.36

# 3
30
Properties=species:S:1:pos:R:3:forces:R:3:mulliken_charge:R:1 method="wB97M-V/def2-TZVPD" mol_weight_g_mol=200.24 relative_energy_kj_mol=452.67 gap_ev="8.96 / 8.96" charge=0 homo_ev="-8.36 / -8.36"
C 2.298746 0.823454 -1.127887 -0.25 0.28 -0.14 -0.34
C -1.177676 -0.194629 -0.767862 -0.11 0.30 0.20 -0.02
C 0.884217 1.147077 -1.466694 -0.22 -0.05 0.08 -0.89
C 0.003162 0.630907 -0.342894 2.71 -2.37 1.16 1.11
C 1.322161 -0.706100 0.360348 -2.90 1.88 -0.94 0.85
C 1.347499 -0.681262 1.859645 0.19 0.10 -0.10 -1.64
C 1.078852 -2.047213 -0.274839 0.26 0.02 -0.04 -1.67
C -3.262632 -1.195891 0.045026 -0.10 -0.12 -0.12 -0.96
C -0.910097 2.663355 0.489387 -0.11 0.22 -0.06 -0.74
N 2.507459 -0.070483 -0.223161 -0.27 0.54 -0.37 0.73
N -2.075161 -0.398943 0.217598 -0.11 0.07 0.41 -0.11
O 3.625188 -0.477049 0.183194 0.81 -0.39 0.27 -0.75
O -1.279963 -0.658555 -1.889275 0.03 -0.13 -0.21 -0.68
O -0.210789 1.462383 0.755610 0.11 -0.25 -0.17 -0.47
H 3.138573 1.287941 -1.615886 0.23 -0.10 0.06 0.51
H 0.765312 2.220472 -1.629815 -0.04 0.00 -0.03 0.35
H 0.578892 0.635282 -2.387368 0.01 0.14 0.08 0.31
H 2.370430 -0.900405 2.171485 -0.02 -0.06 0.05 0.46
H 0.679835 -1.432739 2.272642 -0.08 -0.03 -0.01 0.35
H 1.073219 0.299804 2.239598 0.01 0.06 0.04 0.33
H 1.958116 -2.669323 -0.097367 0.00 -0.07 0.02 0.41
H 0.924674 -1.959858 -1.347808 -0.01 0.00 -0.07 0.39
H 0.211006 -2.532983 0.163403 -0.08 0.01 0.05 0.37
H -4.160121 -0.598299 0.217160 0.00 -0.06 -0.03 0.32
H -3.261591 -1.560106 -0.981282 -0.08 -0.02 0.08 0.34
H -3.262778 -2.045254 0.731279 -0.04 0.00 -0.06 0.31
H -1.105048 3.115008 1.461075 -0.04 0.03 -0.09 0.30
H -1.858211 2.471604 -0.024965 0.03 0.01 0.03 0.31
H -0.312953 3.357649 -0.109402 -0.03 -0.05 0.04 0.28
H -1.890312 0.014159 1.119059 0.10 0.02 -0.15 0.25

# 4
33
Properties=species:S:1:pos:R:3:forces:R:3:mulliken_charge:R:1 method="wB97M-V/def2-TZVPD" mol_weight_g_mol=248.23 relative_energy_kj_mol=1167.93 gap_ev=9.65 charge=0 homo_ev=-9.64
C 2.077480 -1.022044 -0.088721 4.89 -4.46 0.97 -0.01
C 0.772970 -0.509579 0.429687 0.15 -0.02 1.00 0.09
C 3.372386 -0.166145 0.145901 -2.20 0.85 -0.53 -0.16
C 3.691803 -0.132972 1.854042 -0.47 -1.81 -0.47 -0.77
C -0.735542 0.772363 -0.938498 3.57 -0.60 4.79 -0.19
C 0.235379 2.017138 -0.309435 2.90 0.06 0.11 0.43
C -2.077467 0.749571 -0.367591 -3.85 -0.28 0.53 -0.87
C -2.622384 -0.888113 -0.205431 1.60 -0.36 -3.64 -0.40
C -4.051857 -0.967005 0.200584 -0.86 0.09 2.09 0.31
H 2.780768 -1.779619 -2.000844 -0.26 0.87 0.71 0.27
H 1.600221 -2.506453 -1.288814 -0.59 -0.16 -0.46 0.31
H 2.580899 -2.041758 0.399884 -2.00 2.37 -0.21 0.33
H 3.086438 0.971381 -0.325319 1.78 -3.33 1.67 0.48
H 5.472916 -0.553598 -0.171431 -5.18 -1.62 -2.51 0.37
H 2.588869 0.082327 2.827330 3.63 -0.74 -3.71 0.25
H 4.296916 0.762849 1.642057 0.30 -0.19 1.85 0.35
H 4.449957 -1.255373 2.195608 -2.56 3.79 -1.16 0.21
H 0.581238 -0.743801 -1.563302 -0.65 0.03 1.41 0.52
H -0.803882 0.985956 -1.929445 0.26 0.15 -3.02 0.77
H -2.660224 1.470394 -1.230657 0.45 -2.29 3.00 0.34
H -2.209655 1.157421 0.743436 0.37 -0.65 -2.44 0.38
H -2.615804 -1.499172 -1.304710 0.09 2.04 2.53 0.25
H -1.923961 -1.658390 0.375508 -1.65 2.40 -0.73 0.25
H -5.603817 0.403324 0.826235 3.61 -1.34 -4.61 0.41
H -1.327692 2.683781 0.087109 -1.57 0.80 0.36 0.41
N 1.889352 -1.563422 -1.519721 1.85 -0.61 0.24 -0.73
N 0.011326 -0.509600 -0.683372 -2.26 3.47 -2.09 -0.20
O 0.450477 -0.120506 1.565429 0.56 -0.71 -2.06 -0.64
O 4.367080 -0.897045 -0.687468 4.34 2.95 4.30 -0.63
O 1.488869 1.894859 -0.218002 -6.03 1.61 -0.60 -0.52
O -4.438257 -1.909374 0.875283 -0.29 1.95 -1.34 -0.54
O -4.799261 0.212112 -0.133821 -2.48 -1.06 5.02 -0.55
O -0.515729 3.184029 0.075552 2.57 -3.23 -1.02 -0.53

# 5
34
Properties=species:S:1:pos:R:3:forces:R:3:mulliken_charge:R:1 method="wB97M-V/def2-TZVPD" mol_weight_g_mol=264.23 smiles="C[C@H](O)CO[C@H](CON=O)OC(=O)CCC(N)=O" gap_ev=9.77 charge=0 homo_ev=-10.34
C -0.062015 -0.780901 3.698497 -0.61 0.23 0.25 -1.30
C -1.234877 -0.740674 2.721804 1.02 -0.52 -0.23 0.14
O -1.892515 -2.003406 2.747715 -0.70 0.46 0.17 -0.59
C -0.809578 -0.435177 1.277158 -0.19 0.81 0.03 -0.01
O 0.553329 -0.046032 1.206635 -0.22 -0.27 -0.16 -0.30
C 1.094263 -0.068181 -0.076039 0.33 -0.05 0.70 0.91
C 2.182448 -1.120578 -0.086709 0.11 0.17 -0.11 -0.78
O 1.566859 -2.384201 0.140074 -0.23 -0.09 0.10 -0.11
N 1.075182 -2.869013 -1.085446 0.10 0.47 -0.23 0.10
O 0.095729 -3.477752 -0.937214 -0.07 -0.47 0.15 -0.29
O 1.714358 1.160252 -0.358240 -0.09 0.30 -0.29 -0.44
C 0.867966 2.250350 -0.399233 -0.67 1.49 1.53 0.52
O 0.523360 2.847505 0.608743 0.72 -1.38 -1.69 -0.51
C 0.438374 2.710050 -1.777271 0.08 -0.15 0.38 -0.79
C -0.896543 2.078606 -2.213084 0.08 -0.51 0.30 -0.24
C -0.706977 0.883821 -3.126821 0.26 0.05 -1.24 0.41
N -1.357819 -0.323450 -2.823659 0.62 0.52 0.93 -0.61
O -0.029940 0.977842 -4.133963 -0.16 -0.15 0.79 -0.58
H -0.464318 -0.624505 4.692194 -0.06 -0.09 0.29 0.43
H 0.675986 -0.012374 3.525708 0.23 0.07 -0.16 0.33
H 0.362362 -1.775364 3.681638 0.43 -0.13 -0.12 0.26
H -1.931831 0.021803 3.037578 -0.42 -0.03 0.10 0.45
H -1.370411 -2.588834 2.200854 0.17 -0.38 -0.07 0.34
H -1.428384 0.385094 0.903935 -0.07 0.17 -0.14 -0.01
H -1.005407 -1.281631 0.624257 0.07 -0.42 0.03 0.27
H 0.329771 -0.299966 -0.814428 -0.23 0.05 -0.21 -0.34
H 2.757240 -1.115450 -1.005378 0.05 -0.06 -0.25 0.47
H 2.821012 -0.901664 0.754746 0.28 -0.16 0.24 0.33
H 1.224841 2.539778 -2.500808 0.04 -0.13 -0.25 0.44
H 0.275032 3.770636 -1.675222 0.06 0.35 0.01 0.39
H -1.460807 1.778151 -1.336028 -0.23 0.13 0.20 0.19
H -1.468185 2.838195 -2.724320 -0.23 0.07 -0.33 0.34
H -0.672330 -1.067597 -2.851176 -0.25 -0.39 -0.66 0.27
H -1.766177 -0.325333 -1.896494 -0.19 0.05 -0.06 0.33

# 6
28
Properties=species:S:1:pos:R:3:forces:R:3:mulliken_charge:R:1 method="wB97M-V/def2-TZVPD" mol_weight_g_mol=166.25 relative_energy_kj_mol=185.89 gap_ev=9.19 charge=+1 homo_ev=-12.44
C -0.215724 -1.028149 2.712290 2.55 -2.82 -0.33 -1.02
C -1.014456 0.971243 1.564722 0.56 0.06 -1.41 0.48
N -1.027078 -0.342667 1.745992 -1.14 0.29 0.53 -0.02
N -0.040533 1.849195 2.014994 1.32 -0.24 0.50 -0.53
N -1.847540 1.552314 0.719617 -1.38 -0.02 -2.18 -0.38
H -1.753440 -0.897272 1.290372 0.19 0.45 0.11 0.29
H 0.276127 1.753451 2.977382 -0.27 -0.28 -0.12 0.33
H 0.808477 1.769104 1.412531 -0.98 0.28 0.37 0.26
H -2.323637 1.082330 -0.061047 0.16 -0.80 1.13 0.26
H -1.775644 2.502735 0.365844 0.77 0.11 1.28 0.31
H 0.846952 -0.732755 2.543376 -0.79 0.43 0.90 0.35
H -0.045161 -2.129170 2.442830 -0.91 1.39 -0.30 0.31
H -0.546037 -1.160471 3.759060 -0.04 1.12 -0.51 0.34
C 1.664417 1.667635 -1.569633 0.47 -1.62 -0.17 -1.45
C 0.909586 -2.170714 -1.281583 -1.16 0.63 0.64 -0.56
C -0.456700 -2.141857 -1.418114 -0.34 0.46 -1.38 -0.45
C 1.610410 -0.959295 -1.321069 1.78 -1.35 0.19 -0.35
C 1.026731 0.271278 -1.474139 -2.28 1.61 -0.60 0.42
C -1.054687 -0.931709 -1.825329 -0.17 -0.37 0.87 -0.79
C -0.372208 0.267349 -1.752084 0.08 -0.51 -0.04 -0.17
H 1.332583 -3.137031 -1.074903 0.73 0.04 -0.07 0.45
H -1.016312 -3.064602 -1.451481 -0.16 -0.04 0.11 0.46
H 2.684375 -1.156779 -1.276951 -0.03 0.93 0.17 0.36
H -2.077233 -0.938664 -2.162544 -0.34 0.00 0.07 0.42
H 1.837198 1.818456 -2.647384 0.73 0.06 0.46 0.39
H 2.569732 1.634502 -0.932940 -0.26 0.73 -0.71 0.37
H -0.968040 1.175487 -1.960086 0.84 -0.32 -0.08 0.59
H 0.967855 2.476047 -1.339727 0.06 -0.22 0.56 0.34

# 7
29
Properties=species:S:1:pos:R:3:forces:R:3:mulliken_charge:R:1 method="wB97M-V/def2-TZVPD" mol_weight_g_mol=182.25 relative_energy_kj_mol=113.87 gap_ev=8.53 charge=+1 homo_ev=-11.41
C -0.484655 3.156068 1.526878 2.03 1.18 3.36 -1.07
C -1.129713 2.868889 -0.741961 -0.20 0.03 -0.71 0.53
N -1.072702 2.136839 -1.865669 -0.31 1.06 0.24 -0.25
N -0.323298 2.558063 0.255617 -1.13 -0.55 -1.26 0.06
N -2.034406 3.949734 -0.715023 1.45 -1.29 -1.21 -0.46
H -0.349227 1.463048 -2.002951 0.42 -0.47 0.15 0.25
H -1.660909 2.348283 -2.655418 -0.12 0.20 0.21 0.23
H 0.347080 1.765191 0.086170 -0.71 0.71 0.35 0.31
H -1.672657 4.768613 -1.199739 -0.50 -0.19 0.29 0.25
H -2.640648 4.064826 0.058879 -0.13 0.34 0.77 0.26
H -1.473908 3.374426 2.000393 0.51 -0.55 -1.16 0.36
H 0.145289 4.072045 1.641296 -0.76 -0.19 -0.53 0.35
H 0.070777 2.534382 2.260354 -0.69 -0.10 -0.39 0.35
C 0.278053 -4.698671 0.817116 1.65 -2.14 0.82 -1.42
C 1.109581 -0.742852 -0.354467 -1.92 -0.10 0.15 1.10
C 2.008495 -1.727636 -0.674407 1.10 -0.82 0.59 -0.80
C -0.143110 -0.968690 0.297574 0.69 -0.64 -1.39 -0.34
C 1.751286 -3.027146 -0.229715 -1.49 1.12 1.17 -0.62
C -0.409243 -2.289163 0.642833 -0.43 0.55 -0.71 -0.63
C 0.534992 -3.279284 0.407842 0.14 -1.04 0.02 0.69
O 1.209694 0.545759 -0.819281 0.56 1.48 -0.66 -0.56
H 1.993890 0.763109 -1.349062 -0.02 -0.59 0.36 0.21
H 2.980289 -1.559029 -1.145199 -0.42 0.42 -0.03 0.28
H -0.977842 -0.235957 0.190983 0.99 -0.46 0.51 0.23
H 2.437339 -3.843443 -0.171333 0.66 -0.13 -0.80 0.41
H -1.430493 -2.572149 0.893434 0.31 0.05 0.44 0.31
H 0.886717 -5.434913 0.196501 -1.12 1.00 0.09 0.34
H -0.776301 -5.047595 0.852762 0.74 0.46 0.07 0.34
H 0.825630 -4.942749 1.795594 -1.28 0.67 -0.75 0.30

# 8
30
Properties=species:S:1:pos:R:3:forces:R:3:mulliken_charge:R:1 method="wB97M-V/def2-TZVPD" mol_weight_g_mol=198.25 relative_energy_kj_mol=464.82 smiles="C=C(C)C(=O)NN1CC[NH+]=C(CC)O1" gap_ev=9.73 charge=+1 homo_ev=-12.91
C 3.387037 -1.849600 -0.349879 -4.50 2.07 1.88 -1.01
C 3.020307 -0.586081 0.040149 4.02 -2.22 -1.60 0.51
C 4.160083 0.484876 0.140485 -2.99 0.53 1.67 -1.37
C 1.630203 -0.229522 0.257741 -0.07 1.47 0.55 0.56
O 0.945532 -0.551700 1.194822 -0.59 -0.77 -0.08 -0.55
N 1.239334 0.761168 -0.635191 0.26 -0.12 -1.00 0.05
N -0.025388 1.211095 -0.837757 0.56 0.91 0.16 -0.37
C -0.584896 2.233395 0.069498 -2.99 -4.61 0.58 -0.45
C -1.021460 1.507805 1.435411 -0.22 0.91 -1.58 -0.62
N -1.826638 0.324824 0.999769 0.34 -0.27 -0.29 -0.11
C -1.806863 -0.280569 -0.191619 0.78 2.60 1.94 0.72
C -2.681138 -1.452711 -0.445849 2.56 -0.38 -1.06 -0.50
C -4.135746 -1.200972 -0.873275 0.18 -1.47 4.06 -1.13
O -0.952923 0.122145 -1.100322 -0.54 -0.62 -0.20 -0.29
H 4.295561 -2.288139 -0.443694 3.11 -0.28 -0.46 0.42
H 2.626837 -2.627784 -0.350561 -0.31 0.22 -0.25 0.27
H 5.036571 -0.012663 0.370631 1.71 -1.13 0.73 0.45
H 3.929821 1.211440 0.976398 0.32 -0.68 -0.97 0.33
H 4.394979 1.017411 -0.743408 -0.34 0.68 -1.11 0.35
H 1.848802 0.910800 -1.445159 -0.46 -0.26 0.34 0.32
H -1.554824 2.355006 -0.495269 1.06 1.58 0.84 0.34
H 0.165471 2.940423 0.250751 0.49 1.50 -0.25 0.36
H -0.159469 1.271348 2.057323 -0.18 -0.47 -0.24 0.28
H -1.690437 2.156713 2.009361 0.02 -0.11 -0.16 0.45
H -2.373450 -0.131589 1.729289 0.02 0.23 -0.41 0.30
H -2.111700 -1.890844 -1.322165 -0.72 -0.36 1.23 0.19
H -2.368621 -1.920382 0.513977 -1.18 -1.04 -0.72 0.42
H -4.316917 -0.207990 -0.583857 -1.01 1.34 -0.04 0.38
H -4.874921 -1.891584 -0.362873 1.03 0.84 -0.41 0.30
H -4.195151 -1.386327 -1.864728 -0.38 -0.12 -3.16 0.39